ORCA calculation (the ωB97M-V functional and the def2-TZVPD basis) on CH8F2N2O7PS2Si as an isolated structure.

E_LUMO: 2.531 eV
Calculated total energy: -62757.1742 eV
2S+1: 1
HOMO energy: -6.716 eV
Charge: -1

Atoms and positions in Å:
C: -1.7770 2.1832 -0.1475
Si: -0.4317 2.5444 -1.4151
N: -0.5830 1.4469 -2.7558
P: 1.5686 2.2481 -0.4158
O: 2.6277 2.9639 -1.1272
O: 1.4612 2.6934 1.1354
O: 1.7913 0.6823 -0.3325
H: -1.4217 1.4157 0.5389
H: -1.9975 3.0841 0.4201
H: -2.6835 1.8111 -0.6150
H: -0.5312 3.9420 -1.9020
H: -0.3983 1.8806 -3.6492
H: -1.5192 1.0635 -2.7988
H: 0.5549 2.8599 1.4043
H: 1.2725 0.3080 0.3974
N: 0.2877 -3.7629 2.0632
S: -0.9650 -3.9352 1.1014
O: -0.7142 -4.7067 -0.0694
O: -1.7965 -2.7815 0.9845
F: -1.7886 -4.9122 2.0451
S: 1.4664 -2.8744 1.5262
O: 2.6296 -3.0243 2.3303
O: 1.0878 -1.5553 1.1261
F: 1.8600 -3.5748 0.1554

---

ORCA calculation (the ωB97M-V functional and the def2-TZVPD basis) on one molecule with the formula C20H28N2O6 in a non-equilibrium geometry.

E_LUMO: 0.425 eV
Calculated total energy: -36461.7370 eV
ΔE to the lowest compared entry with this formula, charge and spin: 140.0 kJ/mol
2S+1: 1
HOMO energy: -8.476 eV
Structure (SMILES): CCOC(=O)c1c(C)[nH]c(C(=O)COC(=O)CNC(=O)C2CCCCC2)c1C

Atoms and positions in Å:
C: 0.8494 -6.3346 -4.1946
C: 1.5483 -5.8485 -2.9322
H: 1.1338 -6.3559 -2.0547
H: 2.6256 -6.0209 -2.9879
O: 1.4056 -4.4406 -2.7646
C: 0.2648 -4.0137 -2.1852
O: -0.5952 -4.7704 -1.7993
C: 0.2142 -2.5555 -2.0954
C: 1.1899 -1.6521 -2.5372
N: 0.7370 -0.4126 -2.3197
C: -0.5063 -0.4504 -1.7201
C: -0.8566 -1.7970 -1.5684
C: -2.1119 -2.3033 -0.9715
H: -2.9492 -1.6770 -1.2718
H: -2.2768 -3.3372 -1.2577
H: -2.0453 -2.2500 0.1152
C: -1.3012 0.6983 -1.4076
O: -2.3779 0.6570 -0.8424
C: -0.7531 2.0766 -1.8577
H: -1.5988 2.7672 -1.9035
H: -0.2529 2.0211 -2.8289
O: 0.1332 2.6155 -0.8774
C: 1.4397 2.5616 -1.0749
O: 1.9681 2.0979 -2.0600
C: 2.2037 3.1625 0.0935
N: 1.3526 3.5258 1.1939
C: 1.0861 2.6145 2.1785
O: 1.7357 1.6000 2.2994
C: -0.0789 2.9983 3.0682
C: -1.3532 2.4214 2.4321
C: -2.5710 2.7389 3.2931
C: -2.3880 2.1820 4.7013
C: -1.1233 2.7501 5.3381
C: 0.0978 2.4389 4.4793
H: 0.2431 1.3599 4.4097
H: 0.9956 2.8662 4.9314
H: -0.9867 2.3289 6.3358
H: -1.2261 3.8332 5.4448
H: -2.3096 1.0942 4.6506
H: -3.2570 2.4283 5.3149
H: -3.4610 2.3081 2.8317
H: -2.7093 3.8220 3.3457
H: -1.2431 1.3391 2.3413
H: -1.4900 2.8236 1.4259
H: -0.1614 4.0900 3.1142
H: 0.6820 4.2602 1.0298
H: 2.9009 2.4002 0.4595
H: 2.7804 4.0212 -0.2627
H: 1.2824 0.4286 -2.4866
C: 2.5179 -1.8857 -3.1499
H: 3.1286 -2.5069 -2.4981
H: 2.4111 -2.4174 -4.0936
H: 3.0232 -0.9380 -3.3233
H: 1.0264 -7.3985 -4.3237
H: -0.2209 -6.1627 -4.1128
H: 1.2278 -5.8025 -5.0645

---

ORCA calculation (the ωB97M-V functional and the def2-TZVPD basis) on a 14-piece molecular cluster, C6H41NO14 overall in a non-equilibrium geometry.

E_LUMO: 0.058 eV
Calculated total energy: -37042.7114 eV
ΔE to the lowest compared entry with this formula, charge and spin: 246.9 kJ/mol
2S+1: 1
HOMO energy: -9.403 eV

Atoms and positions in Å:
C: 0.6139 -0.2312 -2.0037
C: 0.9019 -1.7285 -1.9806
C: -0.3386 0.1823 -0.9006
N: 0.1826 0.0268 0.4623
C: -0.6171 0.5602 2.7781
C: -0.4176 1.0749 1.3728
C: 0.7581 2.1005 1.4276
O: 0.4612 3.2014 2.2460
H: 1.5117 0.3800 -2.1473
H: 0.0325 -0.1010 -2.9506
H: 1.8789 -1.9848 -1.5489
H: 0.9411 -2.1710 -2.9798
H: 0.2442 -2.3449 -1.3477
H: -0.5020 1.2442 -1.1684
H: -1.3142 -0.2824 -1.0086
H: -0.0886 -0.8884 0.8117
H: -0.5630 1.4520 3.4271
H: -1.5933 0.1325 3.0280
H: 0.1914 -0.0986 3.0859
H: -1.2974 1.5356 0.9310
H: 0.9217 2.4107 0.3738
H: 1.6044 1.6398 1.9493
H: 0.1154 3.9481 1.7628
H: -0.6554 3.8934 -1.2233
H: 0.5351 4.9077 -1.0715
O: 0.2350 4.0316 -0.8095
H: -0.8831 -2.4124 3.6729
H: -2.4424 -2.5289 3.7484
O: -1.6187 -3.0330 3.7532
H: -2.6482 -0.0687 -2.3408
H: -3.1995 0.4836 -3.5102
O: -3.0299 0.7825 -2.6116
H: 2.0525 -1.8789 4.0556
H: 2.1814 -2.4526 2.6492
O: 1.5904 -2.4311 3.4147
H: 2.7502 -2.2953 0.5669
H: 4.2044 -2.2718 1.1397
O: 3.3230 -2.6314 1.2730
H: -4.1779 1.7061 -0.7273
H: -3.0434 0.8067 -0.2685
O: -3.4952 1.6145 -0.0618
H: -2.3795 3.0727 -0.8412
H: -2.2021 2.2663 -2.0883
O: -2.1051 3.1884 -1.7719
H: 3.9538 -0.7475 -1.3919
H: 3.8259 -0.1421 -2.7827
O: 4.3235 -0.7974 -2.2989
H: -3.0699 -2.6526 -2.1609
H: -1.6826 -2.6223 -1.6591
O: -2.2453 -2.1678 -2.2895
H: 2.6302 3.0891 -2.3890
H: 1.3390 2.6469 -1.9195
O: 2.0572 2.3032 -2.4822
H: 2.2074 -0.3798 0.3554
H: 2.9964 0.6902 -0.4357
O: 3.1181 -0.0944 0.1145
H: -1.0033 -3.0659 1.8848
H: 0.5512 -3.0268 1.9684
O: -0.1861 -2.9956 1.3297
H: -2.8101 -1.9393 1.1365
H: -1.8287 -1.4166 0.1778
O: -2.7960 -1.4887 0.2740

---

ORCA calculation (the ωB97M-V functional and the def2-TZVPD basis) on C30H30IN2Pd as an isolated structure.

E_LUMO: -3.686 eV
Calculated total energy: -46153.0018 eV
ΔE to the lowest compared entry with this formula, charge and spin: 0.0 kJ/mol
2S+1: 1
HOMO energy: -10.666 eV
Charge: +1

Atoms and positions in Å:
Pd: -0.2166 -0.0094 -0.9544
I: 1.7343 -0.6894 -2.6369
C: 1.5524 -2.6608 -1.9221
C: 2.4647 -3.6005 -2.2839
C: 2.2526 -4.9363 -1.8697
C: 1.1269 -5.2711 -1.1762
C: 0.1587 -4.2956 -0.8241
C: -1.0533 -4.6412 -0.1821
C: -1.9860 -3.6840 0.0944
C: -1.7180 -2.3268 -0.1919
C: -0.5436 -1.9457 -0.7717
C: 0.3938 -2.9373 -1.1581
H: 3.3271 -3.3491 -2.8864
H: 2.9786 -5.6915 -2.1380
H: 0.9476 -6.3022 -0.8977
H: -1.2363 -5.6797 0.0647
H: -2.9255 -3.9548 0.5583
H: -2.4546 -1.5853 0.0937
C: -2.9575 0.0426 2.4069
C: -1.8463 -0.9516 2.6327
C: -2.0433 -2.0523 3.4580
C: -1.0199 -2.9519 3.6978
C: 0.2258 -2.7553 3.1214
C: 0.4635 -1.6691 2.2902
C: 1.8106 -1.4414 1.6635
C: -0.5883 -0.7845 2.0578
N: -0.3823 0.2968 1.1368
C: -0.1882 1.4986 1.5374
C: -0.1474 1.9006 2.9783
C: 0.0218 2.5354 0.4774
C: 0.1088 3.9802 0.8490
N: 0.1059 2.0825 -0.7149
C: 0.3280 2.9176 -1.8586
C: 1.6083 3.4122 -2.1062
C: 2.7509 3.1313 -1.1640
C: 1.8005 4.1573 -3.2648
C: 0.7538 4.3970 -4.1391
C: -0.5053 3.8776 -3.8757
C: -0.7368 3.1182 -2.7376
C: -2.0916 2.5305 -2.4462
H: -3.9295 -0.4407 2.4999
H: -2.9013 0.5159 1.4249
H: -2.9233 0.8399 3.1537
H: -3.0167 -2.2052 3.9085
H: -1.1920 -3.8086 4.3357
H: 1.0294 -3.4554 3.3141
H: 2.4601 -2.2999 1.8240
H: 2.3048 -0.5640 2.0892
H: 1.7219 -1.2716 0.5884
H: -0.2348 1.0376 3.6312
H: -0.9648 2.5920 3.1938
H: 0.7840 2.4251 3.2001
H: -0.7774 4.2704 1.4165
H: 0.1862 4.6059 -0.0356
H: 0.9729 4.1625 1.4908
H: 2.7442 2.0937 -0.8224
H: 2.7109 3.7709 -0.2788
H: 3.7039 3.3199 -1.6546
H: 2.7871 4.5477 -3.4821
H: 0.9202 4.9811 -5.0341
H: -1.3204 4.0563 -4.5657
H: -2.7954 2.7734 -3.2395
H: -2.5010 2.9023 -1.5050
H: -2.0427 1.4391 -2.3709

---

ORCA calculation (the ωB97M-V functional and the def2-TZVPD basis) on C34H70N9O18Sn as an isolated structure in a non-equilibrium geometry.

E_LUMO: 0.997 eV
Calculated total energy: -92496.4951 eV
2S+1: 1
HOMO energy: -5.787 eV
Charge: -1

Atoms and positions in Å:
Sn: 0.1160 -0.0924 -0.3172
O: -0.2054 -1.5693 4.1129
C: -0.7579 -2.3972 3.1960
O: -0.9255 -1.9943 2.0347
O: -1.2017 -3.5399 3.4590
H: 0.1772 -1.0132 3.4303
O: 3.1284 1.9208 2.9655
C: 1.9907 1.3811 2.5630
O: 1.2921 2.0051 1.7203
O: 1.5592 0.2860 2.9507
H: 3.2712 2.7179 2.4499
O: 1.3855 3.0130 -4.1152
C: 0.9849 2.1353 -3.2744
O: 1.9048 1.4717 -2.7473
O: -0.2087 1.9665 -2.9922
H: 2.2771 2.6616 -4.0583
C: 2.6068 4.3893 -0.4501
C: 3.8305 3.8093 0.2110
O: 4.0838 3.9683 1.4108
C: 4.6772 2.9079 -0.6639
H: 2.0668 4.9406 0.3197
H: 1.9293 3.6656 -0.9031
H: 2.8670 5.1533 -1.1827
H: 4.1928 1.9705 -0.9374
H: 5.6691 2.7587 -0.2373
H: 4.7707 3.5029 -1.5723
C: 2.3238 -1.7887 5.9172
C: 3.6072 -1.9383 5.1442
O: 4.4955 -2.7619 5.4638
N: 3.7126 -1.1485 4.0512
C: 4.8533 -1.0944 3.1625
H: 2.4711 -1.8988 6.9916
H: 1.6073 -2.5829 5.7077
H: 1.7958 -0.8437 5.7891
H: 2.8262 -0.7816 3.7353
H: 5.5342 -1.9224 3.3597
H: 5.2696 -0.1808 3.5868
H: 4.5603 -0.9917 2.1176
C: -4.6642 1.5079 -0.2134
C: -3.2690 1.7878 -0.6881
O: -2.3623 1.4857 0.0357
N: -3.0645 2.3580 -1.9242
C: -4.1246 2.6445 -2.8781
H: -5.0050 2.3970 0.3171
H: -4.6551 0.6285 0.4305
H: -5.2825 1.2760 -1.0806
H: -2.1106 2.4171 -2.2507
H: -4.3691 1.8628 -3.5973
H: -3.8124 3.5491 -3.4000
H: -5.0600 2.9747 -2.4262
C: -2.1329 1.6463 3.2119
C: -1.6781 2.2773 4.5455
O: -2.4095 3.1064 5.0907
N: -0.5076 1.7707 5.0747
C: 0.0573 2.2605 6.3011
H: -1.3247 1.6982 2.4823
H: -3.0695 2.0711 2.8507
H: -2.3906 0.5883 3.2604
H: -0.1034 0.9762 4.5999
H: 0.4627 1.4905 6.9576
H: -0.6481 2.7998 6.9333
H: 0.8231 2.9745 5.9980
C: 0.9860 -5.1946 -1.7397
C: 1.1779 -4.0849 -0.6756
O: 0.9697 -2.8987 -0.9243
N: 1.6119 -4.4119 0.5539
C: 1.9078 -3.5107 1.6295
H: 1.7766 -5.9400 -1.6531
H: 1.0758 -4.7399 -2.7262
H: 0.0845 -5.7983 -1.6356
H: 1.6901 -5.3915 0.7868
H: 1.4891 -3.8909 2.5613
H: 1.4614 -2.5182 1.5680
H: 2.9886 -3.3998 1.7165
C: -3.8505 6.1541 4.1805
C: -3.2169 6.1465 2.8079
O: -3.3239 7.1208 2.1193
N: -2.5338 5.0004 2.5672
C: -1.5725 4.8238 1.4730
H: -4.8843 5.9102 3.9358
H: -3.8347 7.1604 4.5991
H: -3.4120 5.4705 4.9075
H: -2.6634 4.2456 3.2258
H: -2.2155 4.5406 0.6396
H: -0.7715 4.0918 1.5768
H: -1.1400 5.8075 1.2902
C: -2.8756 -3.4830 -2.5966
C: -2.6318 -2.0453 -2.9596
O: -2.1452 -1.2742 -2.1472
N: -2.8378 -1.7261 -4.2383
C: -2.4473 -0.3949 -4.7889
H: -3.6228 -3.8238 -3.3133
H: -3.3690 -3.6069 -1.6327
H: -1.9372 -4.0179 -2.7428
H: -3.2189 -2.4088 -4.8777
H: -2.5968 0.3947 -4.0526
H: -3.1178 -0.2539 -5.6366
H: -1.4691 -0.5299 -5.2506
C: 0.9065 -1.8831 -4.6275
C: 0.5634 -2.4172 -6.0028
O: 0.1421 -3.5523 -6.2248
N: 0.6909 -1.6753 -7.0765
C: 1.3195 -0.3272 -6.9498
H: 1.9438 -1.5490 -4.6481
H: 0.7552 -2.5843 -3.8068
H: 0.2665 -1.0187 -4.4503
H: 0.5785 -2.1343 -7.9691
H: 0.8498 0.3159 -6.2055
H: 1.2832 0.1299 -7.9387
H: 2.3960 -0.4725 -6.8600
C: 4.3784 -2.6734 -1.1018
C: 3.7408 -1.2541 -1.3756
O: 3.1432 -0.6648 -0.5196
N: 3.7582 -0.6971 -2.5886
C: 4.5447 -1.1496 -3.6912
H: 4.0472 -3.3293 -1.9070
H: 3.9289 -3.1647 -0.2389
H: 5.4603 -2.6978 -0.9717
H: 3.3167 0.2043 -2.7011
H: 4.5364 -0.4716 -4.5446
H: 4.1440 -2.0893 -4.0715
H: 5.5733 -1.1608 -3.3307
N: -3.6943 -3.0082 1.2254
C: -4.4198 -2.1430 0.4082
C: -5.6791 -2.7199 0.2895
C: -5.6827 -3.9425 0.9522
C: -4.4921 -4.0948 1.6842
H: -2.7510 -2.8413 1.5454
H: -3.9877 -1.2549 -0.0288
H: -6.4682 -2.3184 -0.3290
H: -6.4136 -4.7240 1.0993
H: -4.0481 -4.7934 2.3779